1.
Formula: C26H42BrN3OP2Pt
Source: the Open Molecules 2025 dataset
Level of theory: wB97M-V/def2-TZVPD

Geometry (Å):
H 0.309 -3.482 -0.092
H -3.129 2.886 -0.760
C 3.725 -0.345 -1.403
C -3.093 -2.389 0.705
C 2.211 -2.653 1.831
C 0.462 0.289 5.224
N -0.864 0.199 5.472
C 2.845 -1.504 -0.982
O 0.983 0.362 4.086
H 2.478 1.108 1.100
H 0.120 -2.922 -1.775
H 3.398 0.599 -0.982
H 4.610 0.861 2.300
C -0.467 5.166 -3.600
N -1.025 7.234 -5.312
C -0.701 -4.822 -1.373
C 0.012 2.628 0.641
C -0.248 1.628 1.598
H -3.920 -4.209 -0.242
C -0.630 7.542 -4.085
H 4.608 -0.452 1.085
H -1.356 -0.226 4.660
H 2.052 -1.647 -1.724
H 3.146 -4.253 0.578
H 0.357 1.429 2.480
C -0.820 4.892 -4.953
H -2.611 -2.840 1.592
C -2.542 1.360 0.702
C -2.741 -1.680 -3.032
H 1.035 0.812 7.161
H -0.924 3.896 -5.399
C -4.264 -3.331 0.315
H 2.445 -2.221 2.820
H 4.701 -0.583 -0.998
H -1.449 -4.826 -2.167
H 0.007 6.829 -2.179
C -0.405 4.101 -2.586
P -1.602 -1.967 -0.443
H 3.422 -2.450 -0.992
N 1.328 0.264 6.330
C -0.313 6.525 -3.177
H 0.222 -5.301 -1.757
Pt -0.092 -0.203 0.033
H -4.799 -3.689 1.217
C -0.554 3.391 -1.575
H 0.963 3.189 0.579
H 3.814 -0.140 -2.480
C -2.410 -0.909 -1.741
H -1.094 -5.467 -0.578
C 3.360 -3.651 1.489
H -3.225 -1.013 -3.763
C -1.503 0.905 1.554
H -1.429 5.879 -6.829
H 1.259 -3.204 1.960
H -0.557 8.604 -3.807
C -0.975 2.864 -0.307
H 3.506 -4.395 2.312
H -1.802 -0.010 -1.960
Br -1.719 -0.534 2.714
H -3.349 -0.558 -1.282
C 4.095 -0.075 1.986
H 4.217 -0.818 2.800
H 4.322 -3.112 1.329
H -1.137 -0.105 6.393
C -1.113 5.990 -5.777
C -2.325 2.427 -0.154
H 2.253 0.415 6.008
C 2.604 0.154 1.636
H -5.012 -2.823 -0.314
H -3.436 -2.505 -2.834
H -3.549 -1.472 1.119
C -0.393 -3.377 -0.928
H -3.439 0.786 0.837
H -1.855 -2.110 -3.517
H 2.076 0.274 2.605
P 1.924 -1.213 0.608

Values from the calculation:
⟨S²⟩ = 2.025
Frontier orbital gap (spin up / spin down) = 7.1 / 4.8 eV
Total charge = +2
HOMO (spin up / spin down) = -0.481 / -0.492 Eh
Electronic energy = -4630.76550 Eh
LUMO level (spin up / spin down) = -5.99 / -8.64 eV
Spin multiplicity = 3

2.
Formula: C26H42Cl3FeN4O4Si
Source: the Open Molecules 2025 dataset
Level of theory: wB97M-V/def2-TZVPD

Geometry (Å):
Cl 2.360 1.356 4.619
C 1.941 -2.174 -5.984
H 3.348 1.364 -5.493
H -0.570 0.214 -0.204
C -2.397 0.050 -3.001
H -2.657 -0.977 -2.708
O 0.224 -0.453 -3.891
C 1.263 2.168 -8.104
H 1.233 2.765 -9.023
N -0.547 0.283 5.708
H -0.188 -4.680 4.005
H -0.776 1.467 -8.273
H -3.026 0.741 -2.422
H -0.379 2.522 -3.961
H -0.683 0.075 -6.198
H -1.244 -1.638 6.052
Si -0.588 0.390 -2.697
H 3.314 2.700 -7.631
H -0.888 2.832 -2.281
C -1.339 1.989 7.211
C 0.091 2.201 2.074
C -1.806 -0.321 7.674
H -2.254 -1.123 8.259
C 2.126 -1.583 -4.805
C -1.210 -0.625 6.443
H 1.028 -0.109 -0.890
H 0.621 -4.790 2.412
C 2.462 1.402 -6.138
O -0.680 1.411 2.643
H 3.614 -3.322 -6.720
H 1.590 3.960 1.086
Cl 1.492 -0.945 1.969
C -2.224 1.413 9.509
H 0.820 2.461 -2.644
H -1.963 -2.566 0.885
C -1.794 1.010 8.120
C -0.047 -0.267 -1.042
N -0.314 3.123 1.172
Cl 1.403 -2.366 5.214
H 3.009 -3.261 -3.786
C 2.571 -3.463 -6.398
H -0.926 -5.625 2.669
H 0.669 4.037 -0.460
H 2.156 0.290 -3.810
H -1.900 2.881 -0.195
H 0.240 5.140 0.885
H -2.321 2.648 1.530
N -2.498 0.408 10.404
H -0.285 -3.110 0.599
C -0.349 -4.723 2.924
C -0.221 2.223 -2.912
H 1.293 -1.713 -6.735
H -2.672 0.694 11.361
O -2.328 2.585 9.848
H -2.643 0.170 -4.065
C 0.143 1.439 -7.689
H 2.028 -3.894 -7.246
H -2.016 4.297 0.873
H -0.465 2.318 5.262
N -1.066 -3.531 2.497
H 2.574 -4.198 -5.582
C 0.600 4.127 0.637
C -1.507 -2.596 3.375
H 1.182 2.209 2.268
H -1.591 -4.313 0.649
C 1.488 -0.229 -4.513
H 3.924 -1.758 -3.602
O -2.067 -1.542 3.090
H -1.393 3.052 7.437
C 2.906 -2.177 -3.667
C -1.724 3.241 0.830
C -0.766 1.579 6.001
Fe 1.284 -0.471 4.099
H -0.231 -1.348 -0.969
C 2.429 2.138 -7.324
C -1.242 -3.364 1.073
H -2.260 -0.552 10.257
H -1.309 -2.890 4.427
C 0.179 0.666 -6.520
H 2.401 -1.981 -2.711
C 1.347 0.641 -5.757

Values from the calculation:
⟨S²⟩ = 8.763
Frontier orbital gap (spin up / spin down) = 8.3 / 6.8 eV
Total charge = 0
HOMO (spin up / spin down) = -0.319 / -0.319 Eh
Electronic energy = -4469.86521 Eh
LUMO level (spin up / spin down) = -0.39 / -1.93 eV
Energy relative to the best compared isomer or geometry (same formula, charge and spin) = 0.0 kJ/mol
Spin multiplicity = 6

3.
Formula: C26H42ClN5O6PZr
Source: the Open Molecules 2025 dataset
Level of theory: wB97M-V/def2-TZVPD

Geometry (Å):
C -2.818 -1.445 -2.155
C -3.138 -2.287 -0.946
H -2.296 3.833 0.499
H 3.057 -2.996 -0.436
C 3.964 -2.466 2.440
H -5.242 -0.064 1.742
H -1.781 0.825 4.121
H 2.281 1.255 2.862
H 3.443 2.311 0.243
N -1.598 -0.023 -3.275
H -1.960 2.809 -0.908
H 4.569 2.098 2.993
H 4.047 -3.126 1.581
H -0.266 0.586 3.239
C 1.368 2.041 -2.521
C -2.445 -0.602 -4.179
C 0.117 0.950 -4.741
C 0.205 1.302 -2.356
C -1.341 0.760 3.117
H -2.589 2.443 2.557
O -3.861 -3.249 -1.020
H -0.397 2.347 0.748
P 2.412 -0.478 1.257
O 0.107 -0.962 0.312
O -4.752 -1.906 -5.223
H 4.557 0.363 3.226
C -3.725 2.219 0.250
C 4.381 1.148 2.498
C 2.579 -1.823 2.522
H 2.355 -0.087 -1.085
H -3.598 -0.620 3.633
C 2.903 -0.830 -0.491
H 4.121 -3.078 3.326
H -1.409 -1.226 2.621
H -4.320 0.311 -0.199
H 1.867 2.469 -1.666
H -4.269 2.728 1.056
C 4.406 -0.626 -0.658
C -2.289 2.792 0.143
H 1.414 -2.410 -0.755
C -0.438 0.765 -3.477
C -3.343 -0.637 2.564
H -3.546 -1.649 2.190
H 4.709 0.388 -0.404
Zr -1.628 -0.169 0.168
N -1.904 -0.368 2.348
C 2.474 -2.228 -0.934
H -4.466 -3.626 -2.707
N -1.336 1.973 0.929
H -0.915 2.856 2.834
H 4.681 -0.801 -1.695
C 1.901 2.246 -3.785
C 2.694 2.296 1.028
C 1.486 -2.887 2.462
C -4.346 -2.329 -4.182
H 2.788 2.846 -3.906
C -4.243 0.377 1.834
H -0.350 0.528 -5.610
O -4.789 -3.412 -3.607
O -2.543 -1.874 0.138
C 2.946 1.139 1.993
H 4.769 -1.737 2.403
H -4.363 1.273 2.452
H 0.480 -2.462 2.414
H 2.658 -2.326 -2.001
H -4.263 2.465 -0.671
H 1.612 -3.554 1.615
N -1.858 -0.496 -2.025
C -3.236 -1.541 -3.484
N -3.709 0.756 0.492
H 1.698 1.821 -5.874
O 0.816 -0.033 1.158
C 1.279 1.689 -4.889
H 2.762 3.243 1.562
H -0.208 1.137 -1.344
C -1.570 2.098 2.394
H 4.975 -1.330 -0.055
H 1.701 2.227 0.578
Cl -2.594 -0.224 -5.810
H 2.493 -1.281 3.473
H 1.560 -3.496 3.361
H 5.108 1.051 1.696

Values from the calculation:
Frontier orbital gap = 7.7 eV
Total charge = +3
HOMO = -0.632 Eh
Electronic energy = -2588.89715 Eh
LUMO level = -9.48 eV